This record from the OMol25 dataset describes a molecular structure, C2H2O2Rb. The level of theory is the ωB97M-V functional and the def2-TZVPD basis.

XYZ file:
```
7
Properties=species:S:1:pos:R:3:forces:R:3:nbo_charge:R:1
Rb 3.2635 1.2917 -0.4796 -0.38 -0.19 0.15 0.023
O -1.4593 0.1157 -0.4979 0.14 -0.37 -0.14 -0.738
O 0.3785 0.1376 0.6880 0.63 1.00 -0.84 -0.619
C 0.5338 -1.2847 0.9400 -0.21 -0.46 0.24 -0.450
C -0.3391 0.8211 -0.1536 -0.29 -0.16 0.59 0.261
H -0.4421 -1.7246 0.6466 -0.02 0.02 -0.07 0.047
H -1.9353 0.6432 -1.1434 0.14 0.16 0.06 0.477
```
Positions in Å, forces in eV/Å.

Calculated values
Calculated total energy, eV: -6850.866
E_HOMO (spin up / spin down), eV: -0.53 / -2.29
Molar mass, g/mol: 143.5
LUMO energy (spin up / spin down), eV: 2.51 / 2.89
Charge: -1

This record from the OMol25 dataset describes a single C18H26N6 molecule. The level of theory is the ωB97M-V functional and the def2-TZVPD basis.

XYZ file:
```
50
Properties=species:S:1:pos:R:3:forces:R:3:nbo_charge:R:1
N -1.4040 -1.3725 -0.9783 1.52 0.44 -0.26 -0.182
N -0.1185 -2.2320 -2.4015 0.33 -0.56 -0.71 -0.067
N 0.6059 -1.3284 -1.7552 0.52 0.67 0.51 -0.326
N -1.4525 1.5545 -1.1168 0.08 -0.25 -0.02 -0.456
N -1.3030 -2.2730 -1.9566 -1.13 -0.43 0.07 -0.083
N 1.5835 0.3568 0.4423 -0.38 -0.16 -0.10 -0.458
C -2.6009 -1.1834 -0.1995 -0.39 0.00 0.44 -0.053
C -0.1877 -0.7847 -0.8600 -0.70 -0.53 -0.05 0.345
C 0.1833 2.8175 0.0655 -0.09 -0.02 -0.04 -0.202
C 2.0250 -0.8093 1.1978 0.04 -0.29 0.16 -0.211
C 4.2013 0.3146 1.9551 -0.10 0.00 -0.07 -0.397
C -3.8549 -1.4515 -1.0546 -0.15 0.11 -0.09 -0.410
C -1.9868 2.6841 -1.5486 -0.14 0.30 -0.08 0.049
C 3.5398 -0.9146 1.3371 -0.15 0.16 0.19 -0.411
C -0.3822 1.6120 -0.3355 0.02 0.31 0.14 0.211
C -0.3788 3.9956 -0.3931 -0.07 -0.07 -0.03 -0.175
C 3.7845 1.6246 1.2849 0.25 0.09 -0.05 -0.397
C -1.4870 3.9341 -1.2250 0.04 -0.03 0.04 -0.261
C -3.4781 -3.3577 0.3633 -0.10 0.01 0.13 -0.408
C -4.5853 -2.6184 -0.3810 0.06 -0.07 -0.03 -0.402
C 3.6614 1.5153 -0.2349 -0.10 0.13 0.18 -0.420
C 0.1718 0.2792 0.1356 0.09 0.07 0.12 -0.114
C 2.4379 0.6859 -0.6895 0.31 0.02 -0.19 -0.238
C -2.6523 -2.2144 0.9437 0.02 -0.10 -0.05 -0.409
H 4.5208 2.3948 1.5266 -0.04 0.04 0.03 0.206
H -2.8738 -3.9264 -0.3443 0.02 -0.06 0.00 0.216
H 3.7541 -1.7856 1.9614 0.00 -0.05 -0.11 0.218
H 0.0410 4.9488 -0.1057 0.03 0.06 0.02 0.219
H 2.7496 -0.2180 -1.2248 -0.06 0.17 0.01 0.210
H 1.8452 1.2723 -1.3933 0.08 -0.10 -0.03 0.210
H -2.5727 -0.1560 0.1691 0.03 -0.20 -0.12 0.236
H -1.9514 4.8292 -1.6077 -0.05 0.06 -0.05 0.222
H -2.8554 2.5687 -2.1837 -0.08 0.12 -0.07 0.195
H -0.3435 0.0344 1.0794 0.06 0.01 -0.12 0.228
H -1.6554 -2.5254 1.2576 0.03 0.09 0.06 0.216
H 3.9561 0.3691 3.0182 0.07 -0.03 0.06 0.199
H 4.5761 1.0802 -0.6395 0.06 0.02 -0.09 0.202
H 5.2840 0.1905 1.8741 0.03 0.02 0.07 0.202
H -5.0967 -3.2505 -1.1037 -0.10 0.00 -0.01 0.217
H -3.8565 -4.0324 1.1292 0.02 -0.09 0.00 0.212
H -3.5417 -1.7357 -2.0582 -0.08 0.10 0.05 0.240
H 1.0440 2.8156 0.7122 0.13 -0.01 0.07 0.226
H 3.5764 2.5254 -0.6412 0.07 0.01 -0.06 0.206
H -5.3222 -2.2440 0.3319 -0.06 -0.02 0.02 0.194
H 1.6727 -1.7434 0.7273 -0.01 0.08 0.08 0.184
H -3.1648 -1.7783 1.8024 -0.03 0.02 0.04 0.206
H -4.4789 -0.5628 -1.1265 0.02 0.05 -0.05 0.214
H 3.9769 -1.1074 0.3582 0.03 -0.09 -0.05 0.205
H 1.5688 -0.7388 2.1935 0.01 -0.09 -0.02 0.186
H 2.8250 1.9418 1.6920 0.07 0.09 0.03 0.205
```
Positions in Å, forces in eV/Å.

Calculated values
Calculated total energy, eV: -28027.706
E_HOMO, eV: -8.64
Molar mass, g/mol: 326.4
LUMO energy, eV: 0.63

The records above yield maximum force values of 1.4 1.6 eV/A, respectively.
The records above yield relative energy (zero: lowest compared OMol25 entry of this formula, charge and spin) values of 41.28 65.31 kcal/mol, respectively.